No. 1
Here is a structure of composition C32H58N3O2P2Ti at a distorted geometry from OMol25. Energies are from ωB97M-V/def2-TZVPD.

Summary:
E_LUMO (alpha / beta) ... -2.7 / -2.8 eV
E_tot ... -84375.84400 eV
Orbital gap (alpha / beta) ... 6.434 / 6.539 eV
Net charge ... +1
2S+1 ... 3
Relative energy (zero: lowest compared OMol25 entry of this formula, charge and spin) ... 360.7 kJ/mol

Geometry as XYZ:
```
98
Properties=species:S:1:pos:R:3:forces:R:3
C 0.648017 2.837059 -0.745746 0.0 0.7 -0.1
C -1.311994 2.093761 0.327516 0.3 -0.2 -0.1
C 0.173161 4.138461 -0.805296 0.7 -0.4 -0.1
C -1.775123 3.429297 0.386784 0.1 0.6 -0.2
C -1.016555 4.452489 -0.149704 -0.6 -0.5 0.5
H 0.777300 4.889568 -1.299423 -0.2 0.0 -0.1
H -2.766876 3.606757 0.797902 0.3 0.1 -0.1
H -1.356094 5.479961 -0.075988 0.0 -0.1 -0.1
N 0.003623 1.892281 -0.033799 -0.8 -0.8 -0.4
P 2.613877 0.869074 -0.852864 -0.2 0.3 -0.1
P -2.369108 -0.674712 0.916804 -0.2 -0.9 0.7
C 1.912642 2.447019 -1.510247 -0.3 0.2 -0.1
H 1.696247 2.327278 -2.587986 -0.2 0.1 0.6
H 2.626475 3.279621 -1.447930 -0.2 -0.4 -0.1
C 0.162831 -2.123197 0.152532 -1.3 -6.0 -0.5
O -0.123327 -3.258722 0.060914 0.9 3.5 0.3
C -2.281470 1.047593 0.501820 0.1 1.2 2.4
H -3.129801 1.487509 1.055446 0.1 0.2 -0.7
C -4.243561 -0.852398 0.338877 0.6 -0.2 0.2
C -2.420624 -1.293943 2.772398 -0.1 0.9 -0.6
C 3.178638 -0.201777 -2.281294 0.5 0.2 0.0
C 3.998405 1.591243 0.189766 0.1 -0.3 -0.3
C -4.134529 -2.114681 -0.517622 -0.5 -0.2 -0.3
H -3.861820 -3.001247 0.070249 0.0 0.2 -0.1
H -5.095090 -2.326879 -1.013003 0.1 0.0 0.0
H -3.368355 -1.976425 -1.288739 -0.2 -0.1 0.3
C -5.356156 -0.967514 1.381208 -0.3 -0.2 0.1
H -5.258401 -1.794513 2.087107 -0.1 0.3 -0.1
H -5.480809 -0.029529 1.936267 0.0 -0.3 -0.1
H -6.299860 -1.132492 0.835538 0.2 0.0 0.1
C -4.658572 0.348869 -0.507286 0.0 0.0 -0.5
H -5.558603 0.089351 -1.082336 0.1 0.0 0.2
H -4.901337 1.235353 0.089340 0.0 -0.3 0.0
H -3.855322 0.626744 -1.194689 -0.8 0.1 0.3
C -2.907073 -2.754854 2.740109 0.0 0.0 0.0
H -2.238228 -3.367568 2.118095 -0.1 0.1 0.2
H -2.892100 -3.163580 3.762368 0.0 0.1 -0.2
H -3.921750 -2.883583 2.352805 0.4 0.0 0.2
C -0.992489 -1.302878 3.309263 0.1 -0.1 0.1
H -0.342801 -1.940112 2.698375 -0.1 0.1 0.1
H -0.570837 -0.292904 3.353956 -0.1 -0.1 -0.1
H -0.986063 -1.709239 4.333732 -0.1 0.1 -0.2
C -3.238314 -0.373550 3.672891 -0.2 -0.2 0.5
H -4.305526 -0.355686 3.443804 0.4 0.0 0.1
H -3.138462 -0.728813 4.710480 -0.1 0.2 -0.1
H -2.856871 0.654919 3.627856 -0.1 -0.2 0.0
C 4.813779 0.429555 0.775667 0.2 0.1 0.2
H 5.636230 0.855221 1.369127 -0.1 -0.2 -0.1
H 4.206517 -0.196958 1.441241 0.1 0.1 -0.2
H 5.260571 -0.207324 0.000820 -0.1 0.2 0.2
C 3.351668 2.401272 1.330899 0.0 -0.1 0.0
H 2.765372 3.248325 0.952334 0.1 -0.2 0.1
H 2.700924 1.781168 1.960786 0.1 0.2 -0.3
H 4.155048 2.803930 1.966013 -0.2 -0.1 -0.2
C 4.931659 2.534106 -0.592491 0.3 0.0 0.2
H 5.693766 2.901004 0.111679 -0.1 0.0 -0.2
H 5.455424 2.030125 -1.410092 -0.1 0.2 0.3
H 4.417677 3.414325 -0.995296 0.2 -0.2 0.1
C 2.179169 -0.048161 -3.440736 0.0 -0.1 0.0
H 2.255101 0.937833 -3.919716 0.0 -0.3 0.1
H 2.399569 -0.807621 -4.207833 0.0 0.2 0.2
H 1.147640 -0.204654 -3.100985 0.3 0.0 0.0
C 3.163702 -1.669773 -1.797395 0.0 0.0 -0.1
H 2.161223 -1.994425 -1.463459 0.4 0.2 -0.2
H 3.466608 -2.312954 -2.638703 0.0 0.1 0.3
H 3.868303 -1.837210 -0.968700 -0.2 0.0 -0.2
C 4.581541 0.170168 -2.775088 0.1 -0.4 -0.5
H 4.632481 1.216749 -3.101311 0.0 -0.3 0.1
H 5.358237 -0.026453 -2.025328 -0.2 0.1 -0.2
H 4.814550 -0.455219 -3.651023 0.0 0.1 0.2
Ti 0.568106 -0.185822 0.180822 -1.1 2.2 -0.7
N -0.741001 -0.276906 -1.429151 -3.1 1.1 -0.8
C -1.885782 0.004167 -1.720089 4.8 -1.5 -1.6
C -2.396377 -0.177279 -3.223588 -1.1 0.4 0.3
C -3.803723 0.321115 -3.488331 -0.6 0.0 -0.3
C -1.446281 0.629511 -4.091511 0.6 0.3 -0.2
C -2.293981 -1.666875 -3.546124 0.2 -0.4 0.1
H -4.566469 -0.256857 -2.954200 0.3 0.2 -0.1
H -3.904187 1.384932 -3.243219 -0.1 -0.2 0.0
H -4.035282 0.210928 -4.557236 0.2 0.0 0.2
H -0.441979 0.197442 -4.066244 -0.2 0.2 0.0
H -1.782505 0.622588 -5.137853 -0.1 0.0 0.3
H -1.393251 1.670876 -3.748619 0.0 -0.2 -0.1
H -2.324603 -1.839509 -4.630708 -0.1 0.3 0.2
H -1.342892 -2.061231 -3.172668 -0.2 0.0 -0.1
H -3.114106 -2.238595 -3.098947 0.2 0.1 -0.2
C 2.910312 -2.609596 2.491636 0.0 -0.1 0.0
N 2.708419 -1.466816 3.385384 -0.4 0.7 -0.1
C 3.107956 -1.580872 4.780770 0.1 -0.1 0.4
C 2.024844 -0.393848 3.006185 -0.8 -0.9 -2.1
O 1.483098 -0.316048 1.847735 2.0 0.0 3.5
H 3.495743 -3.338848 3.051936 -0.1 0.0 -0.2
H 3.470848 -2.317713 1.593714 -0.2 0.0 0.2
H 1.961702 -3.066119 2.185675 0.2 0.2 0.1
H 3.305444 -0.580068 5.182016 0.0 -0.3 0.0
H 2.319157 -2.055415 5.386604 0.2 0.1 -0.3
H 4.011431 -2.196553 4.839324 -0.2 0.3 0.1
H 1.911289 0.416974 3.726021 0.0 -0.1 0.0
```
Forces are in eV/Å.

No. 2
Here is a cluster of 12 separate species, C32H58N9O26 in total at a distorted geometry from OMol25. Energies are from ωB97M-V/def2-TZVPD.

Summary:
E_LUMO ... 3.9 eV
E_tot ... -100741.53567 eV
Orbital gap ... 2.440 eV
Net charge ... -3
2S+1 ... 1

Geometry as XYZ:
```
125
Properties=species:S:1:pos:R:3:forces:R:3
C 1.284768 1.314008 -0.538481 0.3 0.4 -0.8
C 0.305379 0.591673 0.301332 -1.2 0.7 0.2
N 0.297324 -0.912360 0.212121 -0.5 1.2 0.9
C -0.707421 -1.362284 1.227529 -0.1 0.0 1.0
C -0.109635 -1.358006 -1.133829 0.3 -2.1 -1.4
C -1.551997 -1.183105 -1.633893 1.2 1.1 0.6
C 1.676093 -1.366294 0.592355 0.5 -1.4 -1.2
C 1.849982 -2.876932 0.406031 0.7 0.4 0.3
O 0.961031 -3.598161 1.208830 -0.6 0.2 0.2
C 0.930520 -4.963797 0.936840 0.6 -0.6 -0.8
H 0.962937 2.356363 -0.558520 0.3 0.1 0.5
H 1.198036 1.093376 -1.603104 0.4 -0.5 0.0
H 2.292873 1.208210 -0.146668 0.3 0.3 -0.3
H -0.694940 0.956738 0.052407 -0.2 -0.3 0.2
H 0.423911 0.861093 1.347201 -0.2 -0.3 0.2
H -0.164836 -1.499652 2.158395 0.0 -0.1 -0.1
H -1.127927 -2.310657 0.938996 -0.1 -0.1 -0.2
H -1.447130 -0.590120 1.458636 0.0 0.1 -0.5
H 0.023809 -2.449437 -1.145388 0.1 0.2 0.3
H 0.614839 -1.019703 -1.874318 0.0 0.5 0.2
H -2.210655 -1.802121 -1.047629 -0.4 0.3 0.2
H -1.612445 -1.499110 -2.675650 0.2 0.0 0.0
H -1.762532 -0.114092 -1.605313 -0.8 -0.2 0.1
H 2.024778 -1.085063 1.582947 -0.8 0.4 0.2
H 2.352474 -0.904926 -0.127233 0.0 0.0 0.0
H 2.859365 -3.150015 0.748132 0.1 0.3 -0.3
H 1.762159 -3.116238 -0.663569 0.0 -0.3 0.1
H 1.859595 -5.289121 0.440274 0.0 0.0 0.3
H 0.145794 -5.232785 0.214395 -0.2 0.1 0.3
H 0.818504 -5.532128 1.855717 -0.2 0.1 0.1
C -5.067095 2.248235 -0.693362 -0.8 0.6 0.4
C -6.371978 2.793177 -0.870290 1.2 -0.5 -2.2
C -6.845829 3.878042 0.077062 -1.1 0.6 2.0
O -8.074615 4.170736 0.092512 0.2 0.0 -0.6
C -5.946991 4.416716 1.026059 0.8 -0.7 -1.1
C -4.588158 3.954536 1.134648 -1.1 -0.3 -0.2
C -4.159157 2.708429 0.278761 -2.5 1.5 0.3
O -3.082622 2.251601 0.545397 2.9 -1.5 -0.4
O -3.755261 4.375418 1.915149 0.5 0.8 0.2
O -7.065593 2.483472 -1.886163 -0.1 -0.1 0.8
H -4.707836 1.463170 -1.327095 -0.2 -0.7 -0.4
H -6.275108 5.158634 1.739087 -0.2 0.1 0.0
C -1.721293 2.294823 6.210017 -0.2 -0.9 -1.7
C -1.219171 1.101174 6.762325 0.5 2.1 1.2
C -0.719543 -0.007638 5.858361 -1.0 -1.0 -1.3
O -0.453041 -1.130333 6.327455 0.5 -0.4 0.8
C -0.730910 0.184291 4.463250 0.3 1.0 -0.2
C -1.221352 1.370842 3.860418 -1.4 -0.9 0.2
C -1.852853 2.451914 4.785034 1.4 0.3 0.7
O -2.226852 3.467765 4.223956 -0.3 0.6 0.0
O -1.354236 1.535784 2.638089 0.9 -0.2 -0.1
O -1.018121 0.998520 7.993297 0.1 -0.7 0.5
H -1.946172 3.193758 6.763086 -0.1 -0.2 0.5
H -0.479979 -0.633732 3.792662 0.1 0.0 0.4
C 1.197965 5.977065 -0.720348 -0.9 -0.7 -0.6
N 2.454818 5.487949 -0.140865 0.2 0.3 0.1
O 2.634835 4.299763 -0.093696 0.0 -0.9 -0.1
O 3.257884 6.304437 0.260898 0.0 0.4 0.0
H 1.279757 7.045284 -0.809132 -0.3 0.2 0.1
H 0.338269 5.567278 -0.183975 0.3 0.5 0.7
H 1.032038 5.486772 -1.679729 0.7 0.2 -0.2
C 3.048996 2.873414 -3.092441 -0.4 -0.4 0.2
N 3.728452 4.174947 -3.339637 -1.3 0.1 -2.3
O 3.081838 5.177703 -3.091750 0.7 0.0 0.6
O 4.710884 4.161623 -4.066142 0.3 0.0 0.9
H 2.006562 3.069354 -2.873210 0.1 0.2 0.6
H 3.568112 2.328660 -2.312623 0.0 0.0 0.1
H 3.019159 2.304096 -4.016967 0.6 0.1 -0.1
C -2.428265 2.700224 -2.646854 -1.1 1.1 -0.6
N -1.441431 1.944284 -3.433159 -1.0 0.5 1.5
O -1.749916 1.219395 -4.319214 -0.9 -0.9 -1.8
O -0.318523 2.049277 -3.033915 2.8 0.3 0.5
H -2.815464 3.522018 -3.259505 0.2 -0.2 -0.2
H -1.934031 3.146390 -1.799782 0.0 -0.4 0.4
H -3.312439 2.112956 -2.422461 0.2 -0.3 0.3
C 1.517090 3.009522 2.822682 0.8 0.1 1.0
N 2.564183 1.948199 2.661859 -1.8 1.0 -0.2
O 3.608714 2.240944 2.171988 2.2 0.7 -0.7
O 2.235678 0.831208 2.934482 -0.1 -1.6 0.5
H 0.732742 2.522308 3.391125 -0.5 0.4 -0.5
H 1.332025 3.415712 1.837196 -0.5 -0.4 -0.2
H 1.965937 3.822155 3.393112 0.1 -0.1 0.1
C -4.029853 -5.307361 -0.320198 -0.3 1.3 -0.3
N -2.659849 -5.088464 -0.849799 0.1 -1.0 -0.1
O -2.212151 -5.907011 -1.657952 -0.3 0.7 0.5
O -2.071392 -4.136651 -0.417569 0.6 0.4 -0.2
H -4.225330 -4.534266 0.417764 0.4 -0.2 0.4
H -4.094925 -6.309777 0.064859 -0.3 -0.3 -0.2
H -4.695082 -5.010514 -1.131652 -0.1 -0.8 -0.2
C 0.968643 -5.181265 -2.960571 -1.6 0.1 -0.6
N 2.419826 -5.353072 -2.950425 -1.1 0.8 0.8
O 3.057866 -4.896232 -3.838248 1.2 1.0 -2.2
O 2.877623 -5.949965 -2.027155 0.7 -1.2 1.6
H 0.607193 -6.137554 -3.331201 -0.3 -0.1 0.3
H 0.599395 -4.415901 -3.639755 0.7 0.0 -0.3
H 0.535160 -4.909014 -2.004928 0.4 -0.5 0.4
C -6.180044 -1.071812 -3.639253 0.5 -1.1 -0.5
N -4.818068 -0.967756 -3.057392 1.3 0.8 -0.2
O -3.943666 -0.364937 -3.692054 -1.2 -0.9 0.7
O -4.649236 -1.465977 -1.959936 -0.1 0.0 -0.5
H -6.438101 -2.130502 -3.527305 -0.5 0.4 0.8
H -6.099921 -1.006705 -4.719644 0.1 1.0 0.0
H -6.780344 -0.322490 -3.126185 -0.3 -0.1 -0.1
C 1.972249 -1.650926 5.214944 -0.1 0.7 0.5
N 3.215973 -2.250487 4.675196 -0.9 -1.4 -0.3
O 3.956523 -2.923049 5.379170 0.0 0.6 -0.1
O 3.321772 -2.172057 3.459115 0.6 0.1 0.1
H 1.749179 -1.839735 6.257400 0.6 -0.3 0.1
H 1.125275 -2.010304 4.642560 0.2 0.0 -0.2
H 2.081031 -0.580353 5.055519 -0.3 0.0 -0.1
C 3.071374 -1.216217 -3.698207 -0.3 -0.6 1.5
C 4.195075 -1.588552 -2.739400 0.9 0.0 -1.2
O 4.145220 -0.801252 -1.589942 -0.7 0.3 -0.2
C 5.223635 -1.049256 -0.754544 0.9 0.3 1.6
C 5.219282 -0.079682 0.428570 0.3 -0.2 -0.2
H 3.038255 -1.896123 -4.545150 0.2 0.2 -0.3
H 2.142709 -1.387609 -3.138798 0.0 0.3 -0.3
H 3.150827 -0.160212 -3.939780 -0.1 -0.1 -0.3
H 4.240311 -2.658962 -2.493303 -0.3 0.0 0.0
H 5.160702 -1.369535 -3.234680 -0.1 -0.2 0.0
H 5.188994 -2.067872 -0.333751 -0.1 -0.1 -0.3
H 6.194906 -0.941043 -1.266211 -0.2 -0.1 -0.3
H 6.077508 -0.312891 1.065209 -0.2 -0.1 0.1
H 4.311142 -0.173586 1.021530 0.1 0.1 0.1
H 5.363561 0.959303 0.126957 -0.3 0.0 -0.1
```
Forces are in eV/Å.